(1)
C18H22BClN6O5PtS4 | the ωB97M-V functional and the def2-TZVPD basis

Last column: Löwdin spin population.
Positions of all 58 atoms, in Å:
1 Pt -0.188 0.224 -0.100  1.72
2 C -2.964 -0.259 2.376  0.01
3 C -1.972 -1.358 2.183  0.01
4 C -1.921 -2.610 2.798  0.00
5 C -0.829 -3.260 2.247  0.00
6 C -0.307 -4.626 2.541  0.00
7 N -0.271 -2.434 1.345  0.01
8 N -0.971 -1.273 1.310  0.15
9 B 0.969 -2.672 0.446  0.00
10 N 0.543 -2.588 -1.022  0.00
11 N -0.208 -1.544 -1.463  0.11
12 C -0.333 -1.672 -2.785  0.01
13 C -1.052 -0.677 -3.629  0.00
14 C 0.310 -2.838 -3.195  0.01
15 C 0.868 -3.382 -2.056  0.01
16 C 1.740 -4.586 -1.931  0.00
17 N 2.051 -1.598 0.736  0.01
18 N 1.771 -0.269 0.704  0.16
19 C 2.904 0.407 0.892  0.01
20 C 3.012 1.891 0.817  0.01
21 C 3.931 -0.512 1.117  0.01
22 C 3.358 -1.764 0.999  0.01
23 C 4.013 -3.100 1.102  0.00
24 H -3.864 -0.649 2.847  0.00
25 H -2.560 0.529 3.013  0.00
26 H -3.241 0.188 1.419  0.00
27 H -2.596 -2.996 3.544  0.00
28 H -0.923 -5.093 3.306  0.00
29 H -0.324 -5.255 1.651  0.00
30 H 0.722 -4.587 2.902  0.00
31 H 1.418 -3.751 0.685  0.00
32 H -1.788 -0.124 -3.047  0.00
33 H -0.339 0.030 -4.059  0.00
34 H -1.571 -1.181 -4.443  0.00
35 H 0.380 -3.222 -4.199  0.00
36 H 1.667 -5.186 -2.835  0.00
37 H 2.781 -4.282 -1.811  0.00
38 H 1.464 -5.205 -1.078  0.00
39 H 2.050 2.355 0.620  0.01
40 H 3.417 2.291 1.747  0.00
41 H 3.680 2.159 -0.002  0.00
42 H 4.968 -0.289 1.305  0.00
43 H 5.036 -2.976 1.450  0.00
44 H 3.486 -3.757 1.793  0.00
45 H 4.040 -3.590 0.128  0.00
46 O -4.159 5.668 1.462  0.05
47 C -3.418 4.768 1.214  0.02
48 S -3.253 4.072 -0.427  0.08
49 C -2.009 2.934 -0.039  0.26
50 C -1.541 2.924 1.282  0.15
51 S -0.358 1.884 1.849  0.48
52 S -2.275 4.068 2.377  0.02
53 S -1.410 1.951 -1.296  0.52
54 O 2.237 0.525 -3.874  0.02
55 Cl 2.444 0.574 -2.461  0.01
56 O 3.498 1.472 -2.110  0.01
57 O 2.689 -0.733 -1.924  0.00
58 O 1.185 1.105 -1.860  0.11

The value obtained for the energy above the lowest of the compared OMol25 structures with the same formula, charge and spin is 0.000 eV. As for the expectation value of S²: 6.0233. The HOMO energy (alpha / beta) comes out at -8.1 / -9.0 eV. Its energy is -3600.7336 a.u. As for the spin multiplicity: 5.

(2)
C18H22BrN2O4PdSb | the ωB97M-V functional and the def2-TZVPD basis

Last column: natural (NBO) charge in e.
Positions of all 49 atoms, in Å:
1 Pd -1.385 0.115 -0.243  0.77
2 O -0.742 -2.629 6.074  -0.73
3 C -1.648 -2.920 5.280  0.73
4 O -2.579 -3.730 5.303  -0.71
5 C -1.555 -2.119 3.934  -0.01
6 C -0.559 -1.168 3.760  -0.23
7 C -0.464 -0.498 2.559  0.01
8 N -1.313 -0.738 1.556  -0.46
9 C -2.326 -1.612 1.734  0.07
10 C -2.468 -2.326 2.901  -0.18
11 C -3.355 -1.640 0.622  0.74
12 O -4.256 -2.436 0.606  -0.56
13 O -3.172 -0.715 -0.304  -0.74
14 H 0.121 -0.984 4.581  0.27
15 H 0.293 0.254 2.378  0.19
16 H -3.279 -3.028 3.041  0.28
17 C 1.837 -0.335 -3.435  -0.63
18 C 2.423 0.490 -2.297  -0.71
19 Sb 1.265 0.335 -0.498  1.08
20 C 1.624 -1.726 -0.022  -0.73
21 C 3.062 -2.220 0.007  -0.62
22 C 2.526 1.357 0.919  -0.72
23 C 4.025 1.239 0.674  -0.62
24 H 2.469 -0.274 -4.322  0.22
25 H 0.841 0.012 -3.714  0.21
26 H 1.757 -1.389 -3.164  0.21
27 H 2.524 1.542 -2.566  0.23
28 H 3.410 0.130 -2.004  0.23
29 H 1.036 -2.285 -0.753  0.23
30 H 1.134 -1.878 0.941  0.24
31 H 3.588 -2.025 -0.930  0.20
32 H 3.084 -3.298 0.170  0.23
33 H 3.631 -1.763 0.815  0.21
34 H 2.256 0.969 1.901  0.23
35 H 2.221 2.405 0.902  0.23
36 H 4.380 0.215 0.773  0.21
37 H 4.570 1.846 1.398  0.23
38 H 4.304 1.592 -0.319  0.21
39 Br -3.735 4.979 -4.350  0.12
40 C -3.061 3.631 -3.226  -0.03
41 C -1.761 3.709 -2.750  -0.27
42 C -1.306 2.692 -1.938  0.06
43 N -2.064 1.649 -1.583  -0.48
44 C -3.316 1.582 -2.048  0.07
45 C -3.854 2.556 -2.870  -0.27
46 H -1.116 4.538 -3.003  0.25
47 H -0.302 2.714 -1.540  0.20
48 H -3.893 0.722 -1.734  0.26
49 H -4.872 2.465 -3.220  0.25

The value obtained for the energy above the lowest of the compared OMol25 structures with the same formula, charge and spin is 0.469 eV. The HOMO energy comes out at -7.7 eV. Its energy is -4051.6831 a.u.

(3)
C18H22Cl8F9NO4 | the ωB97M-V functional and the def2-TZVPD basis

Last column: natural (NBO) charge in e.
Positions of all 62 atoms, in Å:
1 N 3.145 0.599 -0.296  -0.38
2 C 2.910 1.525 -0.935  0.53
3 O 2.646 2.536 -1.698  -0.46
4 C 2.601 2.152 -3.074  0.35
5 O 2.897 3.239 -3.888  -0.49
6 C 2.452 2.791 -5.127  0.97
7 O 3.017 2.939 -6.146  -0.52
8 O 1.274 2.146 -4.940  -0.48
9 C 1.212 1.679 -3.571  0.07
10 C -0.001 2.301 -2.881  -0.46
11 C -0.781 1.314 -1.982  -0.49
12 C -2.260 1.219 -2.302  0.65
13 F -2.771 2.491 -2.393  -0.33
14 F -2.916 0.603 -1.284  -0.32
15 C -2.660 0.529 -3.636  0.58
16 F -4.010 0.398 -3.656  -0.30
17 F -2.301 1.319 -4.671  -0.30
18 C -2.060 -0.882 -3.923  0.55
19 F -0.746 -0.766 -4.220  -0.31
20 F -2.697 -1.353 -5.021  -0.29
21 C -2.219 -1.961 -2.807  0.92
22 F -1.280 -1.799 -1.872  -0.30
23 F -2.050 -3.169 -3.360  -0.30
24 F -3.424 -1.925 -2.247  -0.29
25 H 3.315 1.333 -3.215  0.17
26 H 1.235 0.591 -3.556  0.20
27 H 0.365 3.115 -2.255  0.24
28 H -0.624 2.759 -3.643  0.26
29 H -0.290 0.344 -1.997  0.24
30 H -0.726 1.679 -0.956  0.26
31 Cl -2.192 -1.229 1.345  -0.06
32 C -2.475 -2.990 1.330  -0.38
33 C -1.287 -3.763 1.840  -0.39
34 Cl 0.108 -3.657 0.731  -0.07
35 H -2.727 -3.276 0.312  0.22
36 H -3.335 -3.179 1.970  0.22
37 H -1.546 -4.815 1.928  0.23
38 H -0.965 -3.403 2.814  0.23
39 Cl -2.409 -6.118 4.010  -0.07
40 C -1.292 -7.161 4.931  -0.38
41 C -0.535 -6.380 5.973  -0.39
42 Cl 0.605 -5.225 5.236  -0.05
43 H -0.618 -7.630 4.219  0.23
44 H -1.893 -7.933 5.408  0.23
45 H 0.049 -7.063 6.588  0.23
46 H -1.210 -5.818 6.613  0.22
47 Cl -0.140 2.328 2.171  -0.05
48 C -1.373 3.601 2.361  -0.39
49 C -2.265 3.701 1.152  -0.39
50 Cl -1.377 4.307 -0.270  -0.07
51 H -0.856 4.539 2.549  0.23
52 H -1.967 3.344 3.236  0.22
53 H -3.078 4.400 1.342  0.23
54 H -2.689 2.733 0.892  0.23
55 Cl 5.602 4.787 3.663  -0.06
56 C 5.672 3.013 3.497  -0.38
57 C 5.054 2.535 2.209  -0.39
58 Cl 3.290 2.776 2.178  -0.05
59 H 5.172 2.579 4.359  0.22
60 H 6.724 2.733 3.522  0.22
61 H 5.227 1.466 2.092  0.23
62 H 5.477 3.054 1.351  0.22

As for the SMILES: N#CO[C@@H]1OC(=O)O[C@@H]1CCC(F)(F)C(F)(F)C(F)(F)C(F)(F)F.ClCCCl.ClCCCl.ClCCCl.ClCCCl. The HOMO energy comes out at -10.5 eV. Its energy is -5635.1429 a.u.

(4)
C18H22ClN4SbSe5Tc | the ωB97M-V functional and the def2-TZVPD basis

Last column: natural (NBO) charge in e.
Positions of all 52 atoms, in Å:
1 Tc 0.835 -0.819 -0.008  0.45
2 C 1.596 1.100 2.567  -0.42
3 N 0.585 1.121 1.501  -0.45
4 C 0.612 2.461 0.907  -0.40
5 C -0.758 0.844 1.995  0.11
6 C -1.232 1.410 3.167  -0.21
7 C -2.501 1.112 3.630  -0.17
8 C -3.282 0.210 2.932  -0.17
9 C -2.840 -0.327 1.739  -0.22
10 C -1.592 0.015 1.212  0.18
11 N -1.047 -0.476 0.020  -0.44
12 C -1.750 -0.590 -1.178  0.08
13 C -3.054 -1.055 -1.344  -0.21
14 C -3.617 -1.165 -2.604  -0.17
15 C -2.908 -0.792 -3.728  -0.19
16 C -1.603 -0.343 -3.591  -0.24
17 C -1.013 -0.278 -2.343  0.22
18 N 0.363 0.162 -2.164  -0.47
19 C 0.381 1.628 -2.247  -0.41
20 C 1.250 -0.365 -3.211  -0.42
21 H 1.473 1.925 3.273  0.20
22 H 2.589 1.214 2.120  0.22
23 H 1.555 0.167 3.126  0.24
24 H 0.570 3.231 1.682  0.21
25 H -0.256 2.597 0.270  0.21
26 H 1.533 2.596 0.339  0.21
27 H -0.611 2.071 3.751  0.23
28 H -2.868 1.564 4.538  0.23
29 H -4.242 -0.092 3.319  0.23
30 H -3.454 -1.068 1.262  0.22
31 H -3.635 -1.388 -0.504  0.22
32 H -4.620 -1.550 -2.697  0.23
33 H -3.355 -0.855 -4.706  0.23
34 H -1.047 -0.060 -4.471  0.22
35 H 0.185 1.971 -3.269  0.21
36 H 1.353 2.007 -1.931  0.21
37 H -0.400 2.041 -1.613  0.21
38 H 1.131 0.175 -4.154  0.20
39 H 1.034 -1.413 -3.393  0.23
40 H 2.290 -0.253 -2.898  0.22
41 Se 6.639 -1.397 -0.095  -0.26
42 Sb 7.379 0.516 1.667  0.87
43 Se 4.495 -1.996 0.410  0.13
44 Se 3.146 -0.227 -0.188  0.18
45 Se 5.433 1.854 1.838  -0.47
46 Se 0.754 -2.371 1.927  0.20
47 C 0.063 -1.673 3.440  -0.03
48 N -0.451 -1.342 4.414  -0.31
49 Cl -0.239 -3.235 -1.494  0.02
50 C 1.367 -2.702 -1.000  -0.57
51 H 2.008 -2.682 -1.886  0.21
52 H 1.754 -3.478 -0.330  0.22

The value obtained for the energy above the lowest of the compared OMol25 structures with the same formula, charge and spin is 0.770 eV. The net charge is +1. The HOMO energy (alpha / beta) comes out at -10.8 / -10.8 eV. Its energy is -13706.2524 a.u.

What is the energy in the third record?
-5635.1429 a.u.

Which value of energy does entry 1 give?
-3600.7336 a.u.

Number 2 is which compound?
C18H22BrN2O4PdSb